Record 1
The following is a DFT calculation (wB97M-V/def2-TZVPD) of a cluster of 6 separate species, C30H41BClFN7O2S3 in total in a non-equilibrium geometry.

XYZ file:
```
86
Properties=species:S:1:pos:R:3:forces:R:3
O -3.151 2.681 -2.827 1.66 0.41 -2.96
S -2.700 2.495 -4.252 -5.41 -1.19 0.60
O -3.844 1.922 -5.090 3.44 2.28 1.70
F -2.416 4.046 -4.930 -0.11 -1.78 0.91
B -1.211 1.338 -4.457 2.80 -0.58 -0.49
C 0.249 2.106 -4.215 -0.35 1.14 -0.26
C 0.220 3.217 -3.059 1.46 0.21 0.40
C 1.674 3.926 -2.819 -1.10 -0.64 1.32
Cl 2.697 4.042 -4.338 -0.52 0.21 0.94
C -1.353 -0.079 -3.648 -0.28 -0.52 0.66
C -1.460 0.047 -2.049 -1.08 -1.42 0.87
C -0.388 -0.920 -1.288 0.35 -0.16 -1.72
S -0.871 -1.116 0.505 0.81 -1.08 0.15
C 0.161 -2.490 1.257 -0.25 -0.43 -0.34
S -0.524 -3.923 1.817 1.44 2.68 -0.71
N 1.627 -2.200 1.349 1.65 0.26 0.21
C 2.557 -2.278 0.239 3.55 1.49 2.79
C 3.946 -1.848 0.832 -5.57 -0.86 1.10
N 3.728 -1.552 2.253 -3.78 -1.28 -2.49
C 2.324 -1.760 2.537 3.71 -0.01 -2.61
H -1.202 1.050 -5.624 -0.50 0.18 -0.23
H 0.477 2.614 -5.232 -0.13 -0.59 1.83
H 1.075 1.319 -4.073 -1.07 1.18 0.09
H -0.052 2.775 -2.021 0.40 0.60 -1.71
H -0.513 4.075 -3.231 0.82 -1.41 -0.15
H 2.271 3.313 -2.050 -0.73 0.96 -1.39
H 1.484 4.962 -2.376 0.62 -1.31 -0.87
H -0.414 -0.714 -3.894 -1.39 1.13 0.18
H -2.249 -0.648 -4.096 1.25 0.59 1.02
H -1.444 1.111 -1.639 0.22 -1.44 -0.70
H -2.495 -0.387 -1.756 1.57 0.88 -0.31
H -0.451 -1.963 -1.776 0.03 1.58 0.81
H 0.672 -0.530 -1.453 -1.39 -0.44 0.55
H 2.333 -2.592 -0.830 -0.09 0.47 1.93
H 4.938 -1.752 0.277 -1.70 -0.18 1.13
H 1.932 -1.553 3.590 0.21 -0.58 -2.12
N -0.007 3.303 -9.900 0.00 -0.03 -0.01
C 1.266 3.401 -9.402 0.11 0.03 0.00
C 1.185 3.923 -8.134 0.21 -0.08 -0.20
C -0.187 4.143 -7.854 -0.26 0.05 -0.04
C -0.899 3.748 -8.960 -0.05 0.09 0.04
H -0.249 2.956 -10.814 0.04 0.04 0.22
H 2.116 3.093 -9.992 -0.07 0.03 0.08
H 2.020 4.123 -7.479 -0.10 -0.05 -0.03
H -0.607 4.544 -6.944 0.01 -0.11 -0.07
H -1.960 3.747 -9.160 0.10 -0.01 0.09
N -1.571 -2.732 5.230 -0.05 0.04 0.06
C -2.478 -3.434 5.979 0.02 -0.03 -0.03
C -1.989 -3.528 7.259 -0.23 -0.06 -0.13
C -0.744 -2.853 7.286 0.23 0.17 -0.04
C -0.513 -2.370 6.020 0.01 0.01 -0.01
H -1.668 -2.515 4.250 0.00 -0.06 0.17
H -3.389 -3.806 5.536 0.09 0.02 0.06
H -2.474 -4.026 8.085 0.04 0.05 -0.09
H -0.088 -2.734 8.137 -0.05 0.00 -0.09
H 0.311 -1.802 5.615 -0.04 -0.09 0.05
N 5.910 -2.311 4.699 0.10 0.03 0.14
C 5.473 -3.483 5.254 0.00 0.05 -0.08
C 6.375 -3.858 6.221 -0.21 -0.12 -0.04
C 7.390 -2.871 6.255 0.16 0.20 -0.02
C 7.075 -1.928 5.306 -0.05 -0.03 -0.06
H 5.444 -1.807 3.958 -0.13 -0.11 -0.03
H 4.561 -3.949 4.912 0.10 0.03 0.02
H 6.309 -4.743 6.837 -0.01 0.08 -0.06
H 8.256 -2.852 6.901 -0.08 0.01 -0.06
H 7.580 -1.020 5.012 -0.03 -0.10 0.04
N -6.346 -1.181 -4.665 -0.18 0.08 -0.20
C -5.884 -0.065 -5.311 0.20 -0.09 0.15
C -6.722 0.186 -6.371 0.16 0.04 0.13
C -7.730 -0.811 -6.360 -0.13 -0.21 0.09
C -7.474 -1.640 -5.295 -0.12 -0.20 0.02
H -5.923 -1.599 -3.853 -0.06 0.14 -0.16
H -4.998 0.452 -4.962 -0.34 -0.12 -0.17
H -6.621 0.999 -7.075 0.04 -0.06 0.11
H -8.552 -0.911 -7.055 0.05 -0.01 0.08
H -7.995 -2.514 -4.932 0.02 0.08 -0.07
N 0.538 0.610 8.376 0.05 0.03 0.13
C 1.812 0.708 8.869 0.05 0.01 -0.06
C 1.737 1.222 10.141 0.21 -0.09 -0.14
C 0.366 1.437 10.428 -0.26 -0.01 -0.05
C -0.350 1.048 9.322 -0.07 0.02 -0.04
H 0.293 0.268 7.460 -0.01 0.00 0.20
H 2.660 0.405 8.274 -0.06 0.04 0.08
H 2.575 1.420 10.792 -0.07 -0.03 -0.08
H -0.051 1.832 11.342 0.03 -0.04 -0.10
H -1.411 1.045 9.126 0.11 0.00 0.04
```
Forces are in eV/Å.

## Properties
- maximum force (eV Å⁻¹) = 5.74
- charge = -1
- spin multiplicity = 1
- lowest unoccupied orbital energy (eV) = -0.057

Record 2
The following is a DFT calculation (wB97M-V/def2-TZVPD) of a structure of composition C12H23N2O2P2SeZr in a non-equilibrium geometry.

XYZ file:
```
43
Properties=species:S:1:pos:R:3:forces:R:3
Zr 0.305 0.908 -0.521 0.73 0.32 2.82
P 2.383 -0.729 0.276 1.43 -0.90 -0.26
C 2.405 -1.180 -1.500 0.61 -0.03 -0.70
C 1.099 -1.529 -2.179 0.48 0.60 -0.02
N 0.003 -0.806 -1.842 -0.32 0.33 1.20
C -1.226 -1.174 -2.289 -0.15 -0.44 0.10
C -1.340 -2.174 -3.220 -0.18 -0.05 -0.35
C -0.198 -2.721 -3.777 0.03 -0.14 -0.28
C 1.028 -2.423 -3.213 0.73 -0.13 -0.05
C -2.449 -0.589 -1.671 -0.32 0.24 0.22
P -2.232 1.056 -0.829 -3.11 -1.17 -1.02
H 1.967 -2.822 -3.581 -0.22 -0.30 -0.02
H -2.324 -2.498 -3.524 -0.07 0.04 -0.18
H -0.248 -3.368 -4.644 -0.10 -0.17 0.13
H -3.243 -0.497 -2.446 0.35 -0.07 0.69
H -2.810 -1.239 -0.846 0.17 0.00 -0.63
H 2.836 -0.301 -2.024 0.30 -0.60 -0.10
H 3.084 -2.056 -1.529 -0.11 0.63 -0.59
H 0.945 3.847 -2.082 -0.03 -1.52 0.40
O 1.165 2.864 -2.071 0.21 -0.27 0.42
H 2.012 2.750 -2.542 -0.34 0.22 0.04
H -0.439 4.575 0.025 -0.17 -0.09 -0.78
O -0.643 4.332 -0.908 0.26 0.49 1.16
H -0.992 5.169 -1.254 -0.12 -0.13 -0.12
C -2.703 2.171 -2.132 0.69 0.57 -0.35
H -3.722 2.006 -2.482 0.06 0.00 0.13
H -2.535 3.173 -1.755 -0.32 0.30 -0.16
H -1.996 2.012 -2.937 0.04 0.17 -0.56
C -3.749 1.049 0.209 0.54 0.09 1.09
H -3.649 1.917 0.881 -0.42 -0.31 -0.14
H -4.718 1.095 -0.354 1.16 0.01 0.11
H -3.720 0.137 0.827 -0.16 0.38 -0.07
C 2.357 -2.378 0.986 -1.27 -0.36 0.52
H 3.289 -2.928 0.802 -0.16 0.41 -0.08
H 2.183 -2.291 2.056 0.04 -0.23 0.14
H 1.531 -2.922 0.544 -0.25 -0.38 0.14
C 4.150 -0.425 0.714 0.12 1.19 -0.27
H 4.161 -0.210 1.800 0.05 0.01 -0.51
H 4.844 -1.279 0.524 -0.87 0.49 -0.10
H 4.489 0.465 0.160 0.24 -0.27 0.43
Se -0.588 -1.062 4.013 0.08 1.21 -2.10
C -0.447 -0.230 2.477 0.03 -1.17 2.06
N -0.266 0.306 1.403 0.32 1.05 -2.38
```
Forces are in eV/Å.

## Properties
- maximum force (eV Å⁻¹) = 3.48
- charge = +3
- spin multiplicity = 1
- lowest unoccupied orbital energy (alpha / beta) (eV) = -11.820 / -11.821
- energy above the lowest of the compared OMol25 structures with the same formula, charge and spin (kcal/mol) = 0.0

Record 3
The following is a DFT calculation (wB97M-V/def2-TZVPD) of a structure of composition C48H42F5GeN3OPSTl in a non-equilibrium geometry.

XYZ file:
```
103
Properties=species:S:1:pos:R:3:forces:R:3
Tl -0.375 -1.239 -0.128 0.47 0.20 -0.36
C -2.367 4.932 1.435 -0.52 0.36 -0.23
C -1.088 4.346 1.954 0.63 -0.78 0.27
C -0.218 5.183 2.672 -0.57 -0.09 -0.41
C 0.845 4.709 3.412 -0.18 -0.67 0.29
C 1.089 3.330 3.465 -0.51 0.65 -0.58
C 0.339 2.497 2.632 0.58 -0.37 0.44
C -0.734 2.975 1.883 0.13 0.76 -0.21
P -1.449 1.687 0.824 0.39 0.06 -0.05
C -2.489 2.481 -0.426 -1.07 -0.11 -0.77
C -3.890 2.266 -0.375 0.58 0.02 -0.09
C -4.719 2.709 -1.399 0.76 -0.26 0.03
C -4.139 3.309 -2.514 -0.16 -0.02 -0.06
C -2.770 3.536 -2.601 -0.23 -0.03 0.30
C -1.918 3.131 -1.552 -0.76 -0.07 0.06
C -0.465 3.443 -1.627 0.89 -0.17 -0.62
C -2.509 0.821 2.013 -0.68 -0.23 -0.58
C -2.877 1.397 3.219 -0.01 -0.10 0.52
C -3.445 0.625 4.227 -0.35 -0.09 0.66
C -3.681 -0.746 4.048 0.17 0.61 0.30
C -3.384 -1.292 2.831 -0.30 -0.77 -0.85
C -2.879 -0.534 1.746 0.17 0.40 0.83
C -2.787 -1.145 0.462 -1.10 -0.27 -0.46
H -2.584 5.807 2.051 -0.06 0.06 -0.14
H -3.245 4.273 1.534 0.49 0.04 -0.07
H -2.335 5.276 0.387 0.10 -0.24 0.32
H -0.446 6.238 2.656 0.02 0.17 0.18
H 1.404 5.399 4.035 0.12 -0.08 -0.14
H 1.861 2.979 4.121 0.24 -0.40 0.03
H 0.561 1.414 2.561 0.05 0.69 0.16
H -4.299 1.704 0.470 0.01 0.34 -0.24
H -5.780 2.535 -1.358 -0.21 0.00 0.02
H -4.767 3.580 -3.355 -0.01 0.13 0.09
H -2.430 4.065 -3.507 0.27 -0.43 0.67
H -0.142 3.564 -2.677 -0.20 0.01 0.44
H 0.187 2.671 -1.193 -0.29 0.02 0.04
H -0.225 4.369 -1.109 -0.03 0.16 0.13
H -2.718 2.455 3.421 0.18 -0.25 -0.16
H -3.714 1.084 5.185 0.13 -0.10 -0.45
H -4.112 -1.351 4.847 0.14 0.19 -0.24
H -3.649 -2.327 2.614 0.14 0.12 0.17
H -3.047 -0.598 -0.456 0.46 0.00 0.36
H -3.080 -2.199 0.397 0.15 0.30 0.10
C -4.982 -1.717 -4.403 -0.25 -0.15 -0.99
C -4.606 -0.269 -4.035 0.47 -0.66 -0.37
C -3.109 -0.204 -3.915 1.32 -0.21 1.62
N -2.469 -0.749 -2.890 -1.00 1.26 -1.67
N -1.117 -0.547 -2.917 0.68 -0.09 -0.46
C -0.690 0.064 -3.996 -0.84 -0.01 0.13
N 0.607 0.288 -4.318 -0.11 0.78 -0.84
S -2.011 0.604 -5.060 0.02 -0.94 1.22
H -6.067 -1.832 -4.558 0.37 0.13 0.15
H -4.658 -2.461 -3.669 0.03 0.34 -0.04
H -4.499 -1.959 -5.378 -0.30 -0.01 0.65
H -5.064 0.019 -3.088 0.09 0.17 -0.08
H -4.919 0.403 -4.839 -0.16 0.01 0.25
H 1.385 -0.174 -3.875 -0.26 0.04 0.13
H 0.791 0.828 -5.167 0.06 -0.53 0.71
C 5.289 -1.876 -1.215 -0.13 -0.03 -0.39
Ge 3.749 -1.546 -0.060 0.78 -0.22 0.35
C 3.757 0.265 0.611 -0.03 0.36 -0.49
C 4.275 0.575 1.865 -0.09 -0.18 0.43
C 4.329 1.885 2.310 0.11 0.55 0.61
C 3.839 2.938 1.526 0.45 -0.54 -0.07
C 3.378 2.651 0.243 0.30 -0.23 0.19
C 3.375 1.325 -0.211 -0.41 0.64 -0.29
C 3.367 -2.883 1.330 1.11 -0.86 -0.24
C 4.229 -3.997 1.297 -0.54 0.90 -0.66
C 4.028 -5.118 2.115 -0.30 0.17 0.77
C 2.976 -5.131 3.016 1.30 -1.27 -0.63
C 2.078 -4.086 3.057 -0.25 1.99 -0.36
C 0.993 -4.130 3.940 -1.06 0.82 0.46
C 0.152 -3.037 4.053 0.33 -0.66 0.53
C 0.438 -1.830 3.407 0.64 0.12 -0.84
C 1.516 -1.722 2.561 0.16 -0.40 -0.41
C 2.304 -2.871 2.277 0.20 -0.81 0.45
H 6.172 -1.990 -0.614 0.56 0.00 0.23
H 5.441 -1.022 -1.904 -0.21 -0.31 0.49
H 5.194 -2.776 -1.837 -0.12 0.13 0.25
H 4.632 -0.202 2.540 -0.08 0.00 -0.19
H 4.767 2.076 3.308 -0.35 0.00 -0.70
H 3.908 3.960 1.888 -0.14 -0.15 -0.07
H 3.082 3.463 -0.418 -0.06 -0.20 0.08
H 3.061 1.162 -1.244 -0.01 -0.19 0.29
H 5.074 -3.981 0.587 -0.50 -0.18 0.42
H 4.722 -5.941 2.080 0.12 -0.11 -0.01
H 2.845 -5.961 3.726 0.03 0.28 -0.54
H 0.830 -5.011 4.567 0.04 0.22 -0.29
H -0.666 -3.058 4.755 -0.20 -0.11 0.01
H -0.174 -0.963 3.521 -0.48 0.43 0.45
H 1.835 -0.771 2.113 -0.41 -0.32 0.16
F 1.619 -5.348 -5.282 0.43 0.82 1.03
C 1.931 -4.468 -4.290 -0.75 -1.09 -0.77
C 2.400 -3.203 -4.641 -0.17 -0.84 -1.20
F 2.488 -2.880 -5.955 0.29 -0.27 1.17
C 2.733 -2.315 -3.657 0.04 0.96 0.98
F 3.376 -1.168 -4.020 -0.69 -0.58 0.52
C 2.323 -2.545 -2.317 1.04 1.32 0.10
O 2.464 -1.570 -1.341 -1.23 -0.83 -1.57
C 1.756 -3.779 -2.044 -0.62 0.04 1.94
F 1.225 -3.964 -0.790 0.68 -0.04 -0.97
C 1.643 -4.793 -2.962 -0.66 -1.08 -0.71
F 1.122 -6.015 -2.609 0.72 1.83 -0.61
```
Forces are in eV/Å.

## Properties
- maximum force (eV Å⁻¹) = 2.32
- charge = +1
- spin multiplicity = 2
- lowest unoccupied orbital energy (alpha / beta) (eV) = -2.164 / -4.194
- energy above the lowest of the compared OMol25 structures with the same formula, charge and spin (kcal/mol) = 0.0

Record 4
The following is a DFT calculation (wB97M-V/def2-TZVPD) of an isolated molecule of C25H34N2O4.

XYZ file:
```
65
Properties=species:S:1:pos:R:3:forces:R:3
C 1.296 1.346 -1.190 -0.30 0.12 0.34
C 0.721 2.011 0.062 0.40 0.02 -0.02
C 1.486 3.287 0.394 -0.32 -0.37 0.03
O -0.640 2.387 -0.088 -0.03 0.26 -0.07
C -1.570 1.330 -0.176 -0.18 -0.05 -0.20
C -2.169 1.244 -1.586 0.08 -0.14 0.37
C -3.056 0.022 -1.781 0.27 0.02 -0.26
N -4.209 0.042 -0.908 0.12 0.32 -0.05
C -4.688 -1.057 -0.299 -0.64 0.35 0.01
O -4.179 -2.157 -0.430 0.11 -0.53 -0.09
C -5.903 -0.821 0.578 0.09 -0.04 0.14
C -5.504 -0.434 2.008 -0.07 -0.09 -0.03
C -4.598 -1.482 2.672 0.03 0.27 0.03
C -3.128 -1.116 2.508 -0.34 -0.37 -0.01
O -2.661 -0.131 3.041 0.10 0.27 0.15
N -2.419 -1.988 1.744 -0.02 -0.38 -0.13
C -1.066 -1.883 1.401 0.35 0.03 -0.09
C -0.135 -1.239 2.214 -0.04 -0.02 0.02
C 1.184 -1.165 1.826 0.15 -0.18 -0.25
C 1.615 -1.730 0.625 -0.22 0.04 0.15
O 2.939 -1.586 0.342 0.04 0.08 0.14
C 3.425 -2.031 -0.904 0.22 -0.25 -0.28
C 4.888 -1.590 -1.015 -0.49 0.06 0.11
C 4.981 -0.091 -1.059 0.11 -0.08 -0.04
C 4.926 0.585 -2.271 0.02 -0.03 0.05
C 4.963 1.968 -2.309 -0.02 0.07 -0.08
C 5.053 2.693 -1.133 0.00 0.09 -0.02
C 5.106 2.027 0.080 0.03 0.04 0.06
C 5.068 0.644 0.117 0.01 0.02 -0.02
C 0.691 -2.390 -0.177 0.37 0.02 -0.08
C -0.635 -2.466 0.214 -0.19 0.13 0.25
H 2.346 1.121 -1.027 0.18 -0.08 0.00
H 0.774 0.416 -1.409 -0.03 -0.14 -0.07
H 1.207 2.014 -2.044 0.00 0.10 -0.12
H 0.804 1.304 0.903 -0.04 0.13 -0.12
H 1.070 3.744 1.287 -0.02 0.08 0.11
H 1.399 3.991 -0.429 0.03 0.11 -0.13
H 2.535 3.056 0.559 0.12 0.01 0.01
H -1.101 0.377 0.089 -0.02 -0.01 0.01
H -2.360 1.529 0.558 0.09 -0.13 -0.02
H -2.737 2.156 -1.783 0.01 0.09 -0.09
H -1.356 1.201 -2.312 0.00 0.04 -0.04
H -2.506 -0.896 -1.558 -0.04 0.09 -0.08
H -3.392 -0.023 -2.826 0.09 -0.10 0.11
H -4.666 0.930 -0.773 -0.11 -0.13 0.08
H -6.531 -0.038 0.149 -0.03 -0.02 -0.03
H -6.475 -1.750 0.608 0.04 0.05 -0.10
H -4.986 0.528 2.011 -0.07 0.03 0.08
H -6.420 -0.319 2.590 0.05 0.06 -0.02
H -4.806 -2.474 2.273 -0.03 -0.05 0.04
H -4.792 -1.488 3.746 0.09 -0.05 -0.05
H -2.956 -2.602 1.140 -0.04 0.19 0.21
H -0.457 -0.783 3.135 -0.01 0.03 0.05
H 1.913 -0.667 2.446 0.09 0.08 0.09
H 3.357 -3.126 -0.972 -0.06 0.12 0.00
H 2.842 -1.587 -1.723 0.01 -0.06 0.07
H 5.428 -1.974 -0.149 0.05 -0.08 -0.05
H 5.312 -2.027 -1.921 0.02 -0.04 0.03
H 4.854 0.024 -3.192 0.00 -0.07 -0.10
H 4.921 2.482 -3.259 0.00 0.04 -0.08
H 5.082 3.772 -1.161 0.00 0.09 0.00
H 5.180 2.586 1.001 0.00 0.04 0.07
H 5.101 0.126 1.063 0.01 -0.06 0.11
H 0.988 -2.853 -1.106 0.05 -0.03 -0.07
H -1.350 -2.980 -0.413 -0.09 -0.04 -0.09
```
Forces are in eV/Å.

## Properties
- maximum force (eV Å⁻¹) = 0.73
- charge = 0
- spin multiplicity = 1
- lowest unoccupied orbital energy (eV) = 0.753
- structure (SMILES) = CC(C)OCCCNC(=O)CCCC(=O)Nc1ccc(OCCc2ccccc2)cc1
- energy above the lowest of the compared OMol25 structures with the same formula, charge and spin (kcal/mol) = 0.0

Record 5
The following is a DFT calculation (wB97M-V/def2-TZVPD) of a structure of composition C17H19CoNPS in a non-equilibrium geometry.

XYZ file:
```
40
Properties=species:S:1:pos:R:3:forces:R:3
C 0.317 -0.142 -4.580 0.86 -1.23 0.08
C -0.839 -0.961 -4.752 0.47 0.03 1.60
C -0.607 -2.175 -4.013 0.68 0.62 -0.56
C 0.762 -2.165 -3.575 -0.80 -0.06 -0.33
C 1.348 -0.933 -3.919 -1.50 0.69 -0.41
Co -0.202 1.784 -0.622 -0.44 2.31 -0.44
P -0.459 3.271 -2.167 0.13 0.71 -0.52
H 0.453 0.883 -4.913 -0.05 -0.13 -0.17
H -1.785 -0.651 -5.208 0.31 -0.10 0.22
H -1.359 -2.930 -3.762 0.35 0.07 -0.39
H 2.344 -0.595 -3.639 -0.18 -0.07 -0.19
H 1.285 -3.028 -3.160 -0.16 0.26 0.20
H -1.729 3.835 -2.060 -0.36 0.38 -0.18
H -0.487 3.079 -3.569 0.03 -0.37 0.28
H 0.250 4.483 -2.268 -0.05 0.16 0.12
N -0.138 -0.006 -0.760 0.91 -2.52 1.00
S 1.022 -0.087 0.459 -2.04 -0.10 0.75
C 0.242 1.444 1.426 1.00 -0.19 -0.97
C -1.118 1.416 1.852 -0.34 0.02 0.64
C -1.596 2.452 2.667 0.51 -0.43 -0.25
C -0.718 3.445 3.123 -0.34 0.29 0.17
C 0.663 3.372 2.845 0.27 -0.68 -0.31
C 1.151 2.357 2.026 -0.21 0.48 0.83
C 0.606 -1.497 1.445 0.92 -0.58 -0.38
C 1.629 -1.977 2.285 -0.46 -0.15 0.18
C 1.405 -3.103 3.072 0.01 0.29 -0.10
C 0.177 -3.769 3.024 -0.08 0.03 -0.11
C -0.814 -3.306 2.161 0.06 0.26 0.00
C -0.603 -2.177 1.360 -0.27 -0.24 0.49
H -0.870 -0.710 -0.695 0.42 -0.03 -0.27
H -1.730 0.543 1.620 -0.05 0.46 -0.27
H -2.655 2.488 2.938 0.38 -0.09 -0.03
H -1.098 4.254 3.748 0.10 -0.21 -0.18
H 1.338 4.113 3.280 -0.16 -0.24 -0.20
H 2.217 2.212 1.849 -0.17 0.30 -0.09
H 2.579 -1.447 2.306 -0.11 -0.16 0.04
H 2.192 -3.466 3.727 -0.07 0.04 -0.09
H -0.001 -4.647 3.650 0.07 0.29 -0.25
H -1.772 -3.817 2.098 0.17 0.03 0.02
H -1.397 -1.842 0.699 0.18 -0.12 0.07
```
Forces are in eV/Å.

## Properties
- maximum force (eV Å⁻¹) = 2.86
- charge = -1
- spin multiplicity = 4
- lowest unoccupied orbital energy (alpha / beta) (eV) = 2.672 / 2.680
- energy above the lowest of the compared OMol25 structures with the same formula, charge and spin (kcal/mol) = 47.8